(1)
This record from the OMol25 dataset describes a structure of composition C14H18ClNO3W at a distorted geometry. The level of theory is the ωB97M-V functional and the def2-TZVPD basis.

The geometry in XYZ format:
```
38
Properties=species:S:1:pos:R:3
Cl 1.748 -1.973 1.569
C -0.219 -1.578 -1.973
C -1.304 -0.750 -1.544
C -1.737 -1.210 -0.264
H -1.824 0.005 -2.132
C -0.942 -2.340 0.124
C 0.032 -2.547 -0.941
H 0.738 -3.356 -0.987
H 0.359 -1.448 -2.883
H -2.593 -0.867 0.314
C -1.027 -3.016 1.432
W 0.378 -0.599 -0.023
C 0.528 1.172 -1.121
C 2.413 -0.002 0.479
O 0.678 2.091 -1.830
O 3.525 0.305 0.635
H -1.576 -2.439 2.175
H -0.041 -3.213 1.862
H -1.525 -3.981 1.372
O -1.588 1.406 1.407
C -1.188 2.596 1.406
C -2.140 3.783 1.499
C -2.116 4.483 2.870
C -1.041 5.532 2.964
C 0.361 4.968 2.877
C 0.697 4.278 1.536
N 0.124 2.951 1.345
H -1.892 4.502 0.704
H -3.135 3.372 1.316
H -3.105 4.912 3.075
H -1.974 3.747 3.675
H -1.185 6.247 2.154
H -1.135 6.060 3.911
H 1.101 5.770 2.997
H 0.542 4.245 3.680
H 0.423 4.968 0.721
H 1.792 4.174 1.473
H 0.785 2.176 1.297
```

Summary:
multiplicity: 3
orbital gap (alpha / beta): 6.45 / 5.47 eV
net charge: +2
HOMO energy (alpha / beta): -0.5942 / -0.5940 Ha
ΔE to the lowest compared entry with this formula, charge and spin: 0.0 kcal per mole

(2)
This record from the OMol25 dataset describes a structure of composition C14H18F6N5NiO6PS3. The level of theory is the ωB97M-V functional and the def2-TZVPD basis.

The geometry in XYZ format:
```
54
Properties=species:S:1:pos:R:3
Ni 0.086 -0.671 0.124
F 4.711 0.321 -0.248
C 4.078 1.350 0.275
F 4.241 2.428 -0.457
F 4.459 1.556 1.516
S 2.261 0.957 0.206
O 1.985 0.726 -1.188
O 1.833 -0.204 1.042
N 1.624 2.273 0.804
S 0.128 2.167 1.186
O -0.566 1.162 0.305
O -0.528 3.427 1.234
C -0.036 1.397 2.898
F -0.990 2.034 3.537
F 1.108 1.499 3.537
F -0.377 0.109 2.779
N -4.649 -1.769 -1.947
C -3.420 -1.281 -2.671
P -2.547 -0.209 -1.435
O -3.665 0.318 -0.600
O -1.442 -1.086 -0.881
C -1.876 1.274 -2.316
N -2.301 2.480 -1.522
H -4.915 -1.019 -1.278
H -4.457 -2.611 -1.402
H -5.424 -1.978 -2.578
H -3.757 -0.697 -3.525
H -2.836 -2.128 -3.019
H -2.313 1.360 -3.310
H -0.793 1.262 -2.405
H -1.642 2.643 -0.752
H -3.212 2.277 -1.082
H -2.360 3.327 -2.088
S 2.443 -6.591 0.084
C 1.763 -5.001 0.156
C 1.627 -4.312 -1.062
C 1.101 -3.047 -1.072
N 0.709 -2.430 0.052
C 0.832 -3.074 1.224
C 1.342 -4.345 1.319
C 2.514 -7.063 1.797
C 1.509 -7.847 2.339
C 1.619 -8.208 3.678
N 2.632 -7.835 4.451
C 3.598 -7.096 3.913
C 3.591 -6.685 2.585
H 1.947 -4.760 -1.993
H 1.000 -2.488 -1.992
H 0.522 -2.537 2.112
H 1.421 -4.814 2.288
H 0.669 -8.174 1.742
H 0.858 -8.824 4.141
H 4.419 -6.822 4.564
H 4.406 -6.098 2.184
```

Summary:
orbital gap (alpha / beta): 7.37 / 7.36 eV
net charge: +2
HOMO energy (alpha / beta): -0.5062 / -0.5062 Ha
ΔE to the lowest compared entry with this formula, charge and spin: 0.0 kcal per mole

(3)
This record from the OMol25 dataset describes a cluster of 2 separate species, C14H18I2NO4 in total at a distorted geometry. The level of theory is the ωB97M-V functional and the def2-TZVPD basis.

The geometry in XYZ format:
```
39
Properties=species:S:1:pos:R:3
C -2.719 1.353 -3.989
C -3.298 2.231 -2.889
I -2.902 4.290 -3.468
C -2.686 2.063 -1.482
I -4.212 2.689 -0.069
N -2.148 0.695 -1.235
C -2.246 0.171 0.174
C -1.325 -1.028 0.358
C 0.165 -0.637 0.235
C 0.253 0.685 -0.534
C -0.705 0.579 -1.691
H -3.336 1.491 -4.871
H -2.813 0.296 -3.743
H -1.705 1.608 -4.266
H -4.374 2.172 -2.858
H -1.887 2.769 -1.325
H -2.661 0.022 -1.801
H -1.943 0.916 0.896
H -3.253 -0.183 0.345
H -1.497 -1.336 1.386
H -1.599 -1.858 -0.290
H 0.631 -0.580 1.209
H 0.642 -1.379 -0.397
H 1.259 0.873 -0.893
H 0.014 1.504 0.142
H -0.595 -0.385 -2.181
H -0.509 1.338 -2.440
C 3.918 -0.330 3.305
C 5.124 -1.010 3.116
C 4.979 -2.505 2.721
O 5.965 -3.195 2.449
C 3.655 -3.069 2.675
C 2.466 -2.390 2.880
C 2.618 -0.881 3.179
O 1.595 -0.175 3.287
O 1.297 -2.861 2.822
O 6.267 -0.533 3.224
H 3.936 0.725 3.570
H 3.629 -4.132 2.446
```

Summary:
orbital gap: 1.91 eV
net charge: -1
HOMO energy: -0.0653 Ha

(4)
This record from the OMol25 dataset describes an isolated molecule of C14H18N2O4. The level of theory is the ωB97M-V functional and the def2-TZVPD basis.

The geometry in XYZ format:
```
38
Properties=species:S:1:pos:R:3
C 0.260 -0.080 -3.571
O 0.993 -0.992 -2.797
C 0.195 -2.046 -2.297
C 1.072 -3.054 -1.557
H 0.422 -3.782 -1.072
H 1.711 -3.574 -2.271
C 1.970 -2.388 -0.507
N 1.232 -1.533 0.393
C 0.626 -2.005 1.502
O 0.776 -3.129 1.927
C -0.237 -0.965 2.220
H -0.636 -1.427 3.124
H 0.383 -0.108 2.498
C -1.413 -0.479 1.350
C -2.370 0.298 2.256
O -3.264 -0.224 2.879
N -2.083 1.621 2.353
C -1.121 2.259 1.572
C -0.728 3.566 1.812
C 0.203 4.171 0.985
C 0.741 3.474 -0.083
C 0.362 2.165 -0.327
C -0.569 1.553 0.499
O -0.970 0.270 0.229
H 0.773 1.611 -1.156
H 1.464 3.947 -0.730
H 0.503 5.190 1.175
H -1.161 4.105 2.642
H -2.624 2.174 3.005
H -1.949 -1.340 0.938
H 0.926 -0.653 0.009
H 2.455 -3.159 0.094
H 2.724 -1.778 -1.007
H -0.574 -1.636 -1.625
H -0.323 -2.551 -3.128
H -0.171 -0.565 -4.456
H 0.955 0.695 -3.888
H -0.556 0.370 -2.990
```

Summary:
orbital gap: 9.44 eV
net charge: 0
HOMO energy: -0.3233 Ha
ΔE to the lowest compared entry with this formula, charge and spin: 17.2 kcal per mole
SMILES string: COCCCNC(=O)C[C@@H]1Oc2ccccc2NC1=O

(5)
This record from the OMol25 dataset describes an isolated molecule of C14H18N2O4 at a distorted geometry. The level of theory is the ωB97M-V functional and the def2-TZVPD basis.

The geometry in XYZ format:
```
38
Properties=species:S:1:pos:R:3
O -0.398 -0.817 1.661
C -0.401 -1.402 0.612
C -1.587 -2.068 -0.008
H -2.286 -2.362 0.776
H -1.260 -2.961 -0.543
C -2.292 -1.101 -0.993
H -2.494 -1.637 -1.921
C -3.621 -0.571 -0.456
C -3.522 0.319 0.785
H -2.951 -0.184 1.568
H -4.534 0.474 1.164
C -2.901 1.696 0.525
N -1.459 1.690 0.609
C -0.660 1.988 -0.438
O -1.096 2.283 -1.538
C 0.807 1.889 -0.173
C 1.640 1.686 -1.271
C 3.006 1.557 -1.106
C 3.558 1.640 0.162
C 2.740 1.870 1.257
C 1.371 1.997 1.095
H 0.757 2.201 1.959
H 3.172 1.954 2.243
H 4.624 1.537 0.297
H 3.641 1.394 -1.964
H 1.189 1.636 -2.252
H -1.056 1.334 1.461
H -3.285 2.409 1.264
H -3.157 2.057 -0.474
H -4.103 -0.002 -1.253
H -4.266 -1.422 -0.223
H -1.644 -0.261 -1.241
C 0.884 -1.479 -0.235
N 1.423 -2.851 -0.178
O 2.382 -3.036 0.523
O 0.846 -3.694 -0.824
H 0.638 -1.244 -1.272
H 1.634 -0.798 0.171
```

Summary:
orbital gap: 9.60 eV
net charge: 0
HOMO energy: -0.3542 Ha
ΔE to the lowest compared entry with this formula, charge and spin: 81.7 kcal per mole
SMILES string: O=C(CCCCCNC(=O)c1ccccc1)C[N+](=O)[O-]

(6)
This record from the OMol25 dataset describes an isolated molecule of C14H18N2O4S. The level of theory is the ωB97M-V functional and the def2-TZVPD basis.

The geometry in XYZ format:
```
39
Properties=species:S:1:pos:R:3
C -6.389 -0.242 -1.055
C -5.181 0.565 -0.606
H -5.388 1.057 0.354
H -4.939 1.334 -1.352
O -4.095 -0.334 -0.467
C -2.894 0.137 -0.061
C -1.871 -0.805 0.071
C -0.619 -0.411 0.475
C -0.312 0.920 0.763
C -1.334 1.855 0.628
C -2.603 1.468 0.226
H -3.362 2.230 0.138
H -1.158 2.897 0.840
O 0.958 1.160 1.158
C 1.443 2.492 1.220
C 1.648 3.101 -0.163
H 2.118 4.076 -0.065
H 2.288 2.456 -0.759
H 0.701 3.217 -0.685
H 0.782 3.115 1.835
H 2.403 2.395 1.732
S 0.660 -1.645 0.633
O 0.228 -2.837 -0.025
O 1.159 -1.739 1.966
N 1.910 -0.975 -0.314
C 1.812 -0.574 -1.611
N 2.876 0.049 -2.016
C 3.735 0.073 -0.944
C 3.145 -0.550 0.116
H 3.456 -0.736 1.122
C 5.079 0.701 -1.041
H 5.000 1.686 -1.495
H 5.525 0.788 -0.054
H 5.729 0.097 -1.672
H 0.939 -0.772 -2.199
H -2.052 -1.844 -0.148
H -6.619 -1.004 -0.316
H -6.176 -0.731 -2.001
H -7.247 0.412 -1.175
```

Summary:
orbital gap: 9.03 eV
net charge: 0
HOMO energy: -0.3125 Ha
ΔE to the lowest compared entry with this formula, charge and spin: 61.7 kcal per mole
SMILES string: CCOc1ccc(OCC)c(S(=O)(=O)n2cnc(C)c2)c1